Record 1
{"formula": "C26H32N2OP2Ru", "method": "wB97M-V/def2-TZVPD", "elements": ["C", "C", "C", "C", "C", "C", "C", "C", "C", "C", "C", "C", "C", "H", "H", "H", "H", "H", "H", "H", "N", "Ru", "C", "H", "H", "C", "H", "H", "P", "P", "C", "H", "H", "H", "C", "H", "H", "H", "C", "H", "H", "H", "C", "H", "H", "H", "C", "O", "H", "C", "C", "C", "C", "C", "C", "N", "H", "H", "H", "H", "H", "H", "H", "H"], "positions_angstrom": [[-0.686, 3.717, -2.364], [-0.643, 2.323, -2.253], [0.551, 1.671, -2.574], [1.696, 2.347, -3.050], [1.617, 3.761, -3.162], [0.446, 4.419, -2.820], [2.785, 1.544, -3.419], [2.927, 0.238, -2.929], [1.757, -0.393, -2.456], [1.736, -1.701, -1.963], [2.949, -2.395, -1.902], [4.133, -1.794, -2.373], [4.133, -0.508, -2.888], [-1.609, 4.251, -2.115], [2.495, 4.297, -3.523], [0.385, 5.505, -2.904], [3.665, 2.039, -3.829], [2.961, -3.414, -1.504], [5.064, -2.359, -2.325], [5.040, -0.020, -3.248], [0.539, 0.267, -2.744], [-0.372, -0.086, 1.103], [-1.830, 1.453, -1.891], [-1.747, 0.501, -2.437], [-2.773, 1.965, -2.137], [0.388, -2.285, -1.578], [-0.399, -1.749, -2.130], [0.349, -3.358, -1.820], [-1.909, 0.928, -0.110], [-0.091, -2.084, 0.218], [1.052, -3.265, 1.030], [0.830, -3.300, 2.104], [0.948, -4.279, 0.615], [2.088, -2.931, 0.896], [-1.680, -2.998, 0.289], [-1.511, -4.080, 0.209], [-2.150, -2.781, 1.256], [-2.347, -2.664, -0.515], [-2.108, 2.539, 0.740], [-3.154, 2.702, 1.033], [-1.467, 2.534, 1.633], [-1.776, 3.342, 0.071], [-3.571, 0.142, -0.088], [-3.749, -0.336, 0.884], [-4.352, 0.896, -0.269], [-3.612, -0.627, -0.873], [1.097, 0.760, 0.409], [2.059, 1.321, 0.029], [0.653, 0.291, -3.781], [-3.115, 0.246, 3.469], [-1.807, -0.204, 3.960], [-1.498, -0.613, 5.285], [-0.133, -0.910, 5.323], [0.378, -0.676, 4.019], [1.769, -0.761, 3.559], [-0.652, -0.281, 3.207], [-3.672, 0.755, 4.272], [-3.742, -0.604, 3.154], [-3.004, 0.952, 2.632], [-2.220, -0.659, 6.089], [0.468, -1.248, 6.156], [2.348, -1.411, 4.230], [1.827, -1.160, 2.533], [2.247, 0.233, 3.566]], "nbo_charge": [-0.08, -0.06, 0.26, -0.17, -0.09, -0.20, 0.12, -0.20, 0.34, -0.09, -0.08, -0.22, -0.08, 0.24, 0.25, 0.25, 0.25, 0.24, 0.26, 0.24, -0.69, 0.18, -0.73, 0.27, 0.26, -0.73, 0.27, 0.26, 1.01, 0.99, -0.95, 0.26, 0.25, 0.24, -0.95, 0.25, 0.25, 0.24, -0.96, 0.26, 0.26, 0.25, -0.95, 0.25, 0.25, 0.25, 0.41, -0.51, 0.42, -0.69, 0.35, -0.23, -0.24, 0.35, -0.69, -0.64, 0.27, 0.26, 0.23, 0.25, 0.25, 0.26, 0.23, 0.27], "s_squared": 6.020, "multiplicity": 5, "total_charge": 2, "e_homo_ev": [-12.256, -14.333], "de_lowest_kcal_mol": 0.0}

Record 2
{"formula": "C8H10N2", "method": "wB97M-V/def2-TZVPD", "elements": ["C", "C", "C", "C", "C", "C", "C", "C", "N", "N", "H", "H", "H", "H", "H", "H", "H", "H", "H", "H"], "positions_angstrom": [[0.719, -0.931, -1.314], [-2.171, -0.284, 0.667], [1.501, 0.077, -1.050], [-1.870, 0.888, 0.193], [-1.316, -1.520, 0.462], [-1.509, 1.975, -0.354], [2.847, 0.665, 0.868], [0.159, -1.426, -0.013], [1.846, 0.038, 0.324], [0.988, -0.707, 0.968], [0.273, -1.146, -2.270], [-3.090, -0.447, 1.269], [2.266, 0.533, -1.705], [-1.111, -2.105, 1.450], [-1.776, -2.300, -0.240], [-1.948, 2.293, -1.326], [-0.805, 2.673, 0.114], [3.578, 1.039, 0.291], [3.084, 0.647, 1.908], [0.666, -2.480, 0.020]], "nbo_charge": [-0.16, -0.29, -0.06, 0.10, -0.41, -0.49, -0.31, -0.12, -0.07, -0.37, 0.23, 0.23, 0.22, 0.24, 0.21, 0.22, 0.23, 0.18, 0.20, 0.22], "total_charge": 0, "e_homo_ev": -7.212, "de_lowest_kcal_mol": 119.3}

Record 3
{"formula": "C19H31BN5PdS2", "method": "wB97M-V/def2-TZVPD", "elements": ["Pd", "B", "N", "C", "C", "C", "N", "N", "C", "C", "C", "N", "H", "H", "H", "H", "H", "H", "H", "H", "C", "C", "C", "C", "C", "C", "H", "H", "H", "H", "H", "H", "H", "H", "H", "S", "C", "N", "C", "C", "S", "H", "H", "H", "H", "H", "C", "C", "C", "C", "H", "H", "H", "H", "H", "H", "H", "H", "H"], "positions_angstrom": [[0.564, 0.423, -1.000], [1.186, 3.077, -3.094], [2.332, 2.033, -3.095], [3.538, 2.100, -3.676], [4.188, 0.894, -3.486], [3.274, 0.132, -2.751], [2.164, 0.826, -2.528], [0.831, 3.478, -1.631], [0.655, 4.719, -1.156], [0.125, 4.636, 0.118], [0.015, 3.261, 0.351], [0.446, 2.582, -0.705], [1.587, 4.077, -3.649], [0.218, 2.588, -3.622], [3.846, 3.000, -4.180], [5.173, 0.615, -3.818], [3.372, -0.868, -2.361], [0.904, 5.570, -1.768], [-0.137, 5.445, 0.778], [-0.320, 2.720, 1.220], [-0.950, 1.371, 3.976], [-0.437, 0.006, 3.499], [-1.491, -1.065, 3.807], [0.859, -0.336, 4.247], [-0.171, 0.054, 2.049], [0.102, 0.112, 0.864], [-1.140, 1.357, 5.054], [-1.878, 1.631, 3.462], [-0.215, 2.149, 3.761], [-1.684, -1.117, 4.883], [-1.154, -2.045, 3.466], [-2.430, -0.832, 3.299], [0.684, -0.368, 5.327], [1.625, 0.411, 4.036], [1.238, -1.306, 3.923], [-1.802, 0.555, -2.810], [-2.782, -0.304, -1.806], [-2.531, -0.653, -0.546], [-3.583, -1.271, 0.224], [-4.496, -1.950, -0.792], [-4.389, -0.902, -2.274], [-1.636, -0.376, -0.129], [-4.133, -0.515, 0.797], [-3.154, -1.990, 0.923], [-5.526, -2.008, -0.447], [-4.138, -2.951, -1.033], [-0.040, -3.146, 0.486], [1.124, -2.625, -0.355], [1.785, -3.806, -1.072], [0.658, -1.575, -1.370], [0.290, -3.916, 1.192], [-0.795, -3.596, -0.170], [-0.500, -2.337, 1.049], [1.864, -2.172, 0.312], [1.075, -4.278, -1.759], [2.126, -4.569, -0.365], [2.644, -3.481, -1.664], [-0.321, -1.883, -1.764], [1.341, -1.584, -2.228]], "nbo_charge": [0.64, 0.18, -0.28, -0.03, -0.38, -0.05, -0.32, -0.28, -0.03, -0.38, -0.04, -0.30, -0.07, -0.04, 0.21, 0.21, 0.21, 0.21, 0.21, 0.22, -0.59, -0.15, -0.59, -0.59, -0.16, -0.34, 0.19, 0.21, 0.21, 0.19, 0.21, 0.20, 0.19, 0.21, 0.21, -0.13, -0.06, -0.63, -0.22, -0.54, 0.25, 0.47, 0.19, 0.22, 0.22, 0.21, -0.61, -0.26, -0.60, -0.57, 0.19, 0.18, 0.23, 0.20, 0.19, 0.19, 0.20, 0.18, 0.18], "total_charge": -1, "e_homo_ev": -4.243, "de_lowest_kcal_mol": 2.3}

Record 4
{"formula": "C5H11NO", "method": "wB97M-V/def2-TZVPD", "elements": ["C", "N", "C", "C", "C", "C", "H", "H", "H", "H", "H", "H", "H", "H", "H", "O", "H", "H"], "positions_angstrom": [[0.963, 0.391, -1.882], [-0.206, 0.875, -1.799], [-1.064, 1.102, -0.711], [-0.898, 0.719, 0.569], [0.451, 0.215, 1.117], [1.373, 1.434, 1.224], [1.768, 0.962, -1.400], [1.214, -0.565, -2.336], [-1.986, 1.447, -1.189], [-1.846, 0.491, 1.039], [0.940, -0.506, 0.435], [0.213, -0.384, 2.001], [1.006, 2.103, 1.995], [2.441, 1.337, 1.442], [1.505, 1.963, 0.304], [-2.032, -4.008, 0.054], [-1.660, -4.484, -0.689], [-2.182, -3.092, -0.175]], "nbo_charge": [0.04, -0.47, -0.01, -0.29, -0.44, -0.61, 0.14, 0.17, 0.20, 0.22, 0.20, 0.23, 0.21, 0.21, 0.20, -0.95, 0.47, 0.48], "smiles": "C=N/C=C\\CC.O", "total_charge": 0, "e_homo_ev": -7.931, "de_lowest_kcal_mol": 91.4}

Record 5
{"formula": "C30H29N2O6S4TcTe", "method": "wB97M-V/def2-TZVPD", "elements": ["Tc", "O", "C", "S", "C", "C", "S", "S", "S", "O", "C", "O", "C", "C", "C", "C", "C", "C", "N", "O", "O", "H", "H", "H", "H", "C", "C", "O", "N", "Te", "C", "C", "C", "C", "C", "C", "C", "C", "C", "C", "C", "C", "C", "C", "C", "C", "C", "C", "H", "H", "H", "H", "H", "H", "H", "H", "H", "H", "H", "H", "H", "H", "H", "H", "H", "H", "H", "H", "H", "H", "H", "H", "H"], "positions_angstrom": [[2.524, 0.278, 1.352], [2.101, 6.126, 4.797], [2.233, 5.106, 4.187], [2.053, 4.984, 2.420], [2.388, 3.273, 2.329], [2.642, 2.620, 3.464], [2.958, 0.897, 3.501], [2.630, 3.545, 4.945], [2.376, 2.455, 0.776], [6.152, -1.732, 1.321], [5.024, -1.553, 1.700], [4.229, -0.646, 1.145], [4.429, -2.327, 2.841], [3.075, -2.628, 2.929], [2.574, -3.335, 4.014], [3.422, -3.740, 5.032], [4.766, -3.438, 4.915], [5.296, -2.753, 3.842], [5.683, -3.874, 5.997], [6.862, -3.638, 5.861], [5.183, -4.401, 6.969], [2.399, -2.337, 2.134], [1.521, -3.570, 4.069], [3.067, -4.282, 5.895], [6.354, -2.547, 3.778], [-0.629, -1.192, 3.008], [-0.384, -0.392, 1.762], [-1.326, 0.153, 1.168], [0.872, -0.334, 1.287], [-0.490, 1.144, -1.131], [-1.849, 2.316, -2.225], [-2.662, 3.211, -1.531], [-2.675, 3.359, -0.034], [-3.535, 4.010, -2.270], [-3.603, 3.936, -3.649], [-4.539, 4.814, -4.430], [-2.766, 3.038, -4.308], [-1.881, 2.221, -3.626], [-0.993, 1.291, -4.404], [-1.147, -0.728, -1.787], [-2.498, -1.067, -1.724], [-3.567, -0.180, -1.152], [-2.875, -2.313, -2.223], [-1.955, -3.206, -2.747], [-2.385, -4.541, -3.284], [-0.611, -2.843, -2.760], [-0.181, -1.613, -2.288], [1.286, -1.281, -2.333], [-1.548, -0.861, 3.484], [0.219, -1.100, 3.685], [-0.739, -2.242, 2.730], [-1.913, 2.774, 0.485], [-3.640, 3.048, 0.369], [-2.523, 4.403, 0.243], [-4.176, 4.707, -1.741], [-5.155, 5.421, -3.771], [-5.199, 4.218, -5.061], [-3.983, 5.485, -5.086], [-2.799, 2.980, -5.391], [-1.060, 1.511, -5.468], [-1.273, 0.246, -4.256], [0.056, 1.394, -4.116], [-3.183, 0.536, -0.427], [-4.306, -0.789, -0.634], [-4.077, 0.376, -1.941], [-3.921, -2.592, -2.183], [-3.455, -4.693, -3.159], [-1.863, -5.352, -2.774], [-2.154, -4.625, -4.347], [0.123, -3.537, -3.153], [1.848, -2.090, -2.795], [1.686, -1.135, -1.325], [1.488, -0.372, -2.905]], "mulliken_spin": [0.78, 0.00, 0.00, 0.00, 0.03, -0.02, 0.05, 0.00, -0.03, 0.01, 0.01, 0.01, 0.00, 0.00, 0.00, 0.00, 0.00, 0.00, 0.00, 0.00, 0.00, 0.00, 0.00, 0.00, 0.00, 0.01, 0.01, 0.13, 0.12, 0.86, -0.01, -0.05, 0.04, -0.01, 0.01, 0.00, 0.01, -0.08, 0.06, 0.11, -0.07, 0.01, -0.01, 0.02, 0.00, 0.00, -0.03, 0.04, 0.00, 0.00, 0.00, -0.01, 0.00, 0.00, 0.00, 0.00, 0.00, 0.00, 0.00, 0.00, -0.01, -0.01, 0.00, 0.00, 0.00, 0.00, 0.00, 0.00, 0.00, 0.00, 0.00, 0.00, -0.01], "s_squared": 2.011, "multiplicity": 3, "total_charge": 0, "e_homo_ev": [-7.462, -7.687], "de_lowest_kcal_mol": 1.5}

Record 6
{"formula": "C5H8O2", "method": "wB97M-V/def2-TZVPD", "elements": ["C", "C", "C", "C", "O", "C", "O", "H", "H", "H", "H", "H", "H", "H", "H"], "positions_angstrom": [[-0.935, 0.885, -1.516], [-0.435, 0.041, -0.381], [0.790, -0.831, -0.363], [0.628, 0.279, 0.643], [1.480, 1.360, 0.745], [-0.431, -0.097, 1.664], [-1.360, -0.429, 0.607], [-0.802, 0.406, -2.490], [-0.412, 1.848, -1.526], [-2.000, 1.081, -1.366], [0.711, -1.876, -0.067], [1.510, -0.613, -1.149], [2.380, 1.028, 0.846], [-0.242, -0.942, 2.337], [-0.780, 0.774, 2.231]], "nbo_charge": [-0.64, 0.24, -0.47, 0.18, -0.68, -0.08, -0.52, 0.22, 0.23, 0.24, 0.22, 0.22, 0.48, 0.17, 0.19], "total_charge": 0, "e_homo_ev": -9.015, "de_lowest_kcal_mol": 57.5}

Record 7
{"formula": "H20O10", "method": "wB97M-V/def2-TZVPD", "elements": ["O", "H", "H", "O", "H", "H", "O", "H", "H", "O", "H", "H", "O", "H", "H", "O", "H", "H", "O", "H", "H", "O", "H", "H", "O", "H", "H", "O", "H", "H"], "positions_angstrom": [[-0.622, 0.516, 0.853], [-1.484, 0.453, 0.426], [-0.014, 0.126, 0.215], [1.942, -1.207, 4.202], [1.325, -1.855, 4.560], [1.710, -1.154, 3.268], [-3.407, 0.839, 0.282], [-3.106, 1.661, 0.685], [-4.337, 0.784, 0.528], [0.382, -2.011, 1.777], [1.248, -2.343, 2.040], [-0.192, -2.783, 1.837], [-1.409, -4.395, 0.481], [-0.546, -4.631, 0.122], [-1.776, -3.788, -0.171], [-1.684, 4.298, 0.830], [-1.760, 3.555, 0.220], [-2.342, 4.111, 1.509], [-1.728, -0.217, -1.915], [-2.441, -0.604, -2.435], [-0.941, -0.689, -2.207], [2.873, 2.870, -0.867], [2.103, 3.442, -0.958], [2.813, 2.536, 0.035], [3.488, -0.696, -2.798], [2.578, -0.457, -3.005], [3.905, 0.142, -2.570], [1.066, 0.631, -1.950], [1.524, 1.089, -2.663], [0.832, -0.223, -2.331]], "nbo_charge": [-0.96, 0.48, 0.47, -0.94, 0.47, 0.47, -0.94, 0.47, 0.48, -0.94, 0.45, 0.49, -0.94, 0.47, 0.47, -0.93, 0.47, 0.46, -0.92, 0.47, 0.45, -0.95, 0.47, 0.48, -0.93, 0.45, 0.48, -0.91, 0.47, 0.44], "smiles": "O.O.O.O.O.O.O.O.O.O", "total_charge": 0, "e_homo_ev": -10.350, "de_lowest_kcal_mol": 92.1}

| no. | energy (eV) |
| --- | --- |
| 1 | -53652.5828 |
| 2 | -11432.5792 |
| 3 | -53484.9785 |
| 4 | -8897.7356 |
| 5 | -99676.3166 |
| 6 | -9407.3387 |
| 7 | -20798.6206 |